Molecular formula: C3H8INO
Method: DFT, wB97M-V/def2-TZVPD

Each line ends with the Löwdin charge.
Cartesian coordinates (Å):
C 0.854 0.555 1.709  -0.12
C -0.358 -1.444 -0.975  -0.06
C 1.249 0.599 0.277  -0.84
N -0.193 2.147 -0.760  0.15
O 0.891 1.399 -0.712  -0.32
I 3.168 -0.101 -0.240  0.89
H 0.389 1.377 2.075  0.04
H 1.730 0.397 2.254  0.03
H 0.294 -0.375 1.949  0.10
H -1.173 -1.959 -1.597  0.05
H 0.439 -1.371 -1.695  0.00
H -0.252 -2.173 -0.213  0.01
H -0.124 2.374 -1.718  0.05
H -0.488 -0.386 -0.662  0.00

As for the highest occupied orbital energy (alpha / beta): -6.92 / -9.77 eV. Its expectation value of S² is 2.0093. Its spin multiplicity is 3. The molecular weight comes out at 201.007 Da. Its HOMO-LUMO gap (alpha / beta) is 7.39 / 8.66 eV. For the max |F|, the calculation gives 3.3 eV/A.